<one>
ORCA calculation (ωB97M-V/def2-TZVPD) on a 2-piece molecular cluster, C5H11O3 overall.

The geometry in XYZ format:
```
19
Properties=species:S:1:pos:R:3
C 1.428 0.386 1.322
C 1.371 -1.027 1.916
C 1.945 0.350 -0.139
O 0.205 1.069 1.372
H 2.099 0.996 1.936
H 0.484 -1.541 1.526
H 2.224 1.363 -0.408
H 2.894 -0.204 -0.067
H 1.237 -0.171 -0.773
H -0.348 0.944 0.564
H 1.131 -0.990 2.983
H 2.110 -1.769 1.601
C -2.948 -0.353 -1.685
C -1.704 0.660 -1.757
O -1.487 1.218 -0.648
O -1.083 0.703 -2.824
H -2.655 -1.066 -0.916
H -3.112 -0.807 -2.660
H -3.791 0.238 -1.345
```

Orbital gap ... 8.17 eV
Molecular weight ... 119.14 g mol⁻¹
Charge ... -1
Lowest unoccupied orbital energy ... 3.819 eV

Calculated atomic charges, method Mulliken, unit e: 0.42, -1.28, -1.24, -0.56, 0.27, 0.30, 0.30, 0.41, 0.31, 0.45, 0.30, 0.34, -0.82, 0.58, -0.79, -0.69, 0.18, 0.28, 0.24


<two>
ORCA calculation (ωB97M-V/def2-TZVPD) on a 2-piece molecular cluster, C5H11O3 overall.

The geometry in XYZ format:
```
19
Properties=species:S:1:pos:R:3
C 1.826 -0.157 -0.730
C 2.857 -0.119 -1.821
O 1.872 -1.406 -0.085
H 2.024 0.624 0.024
H 0.822 0.047 -1.132
H 3.892 -0.047 -1.483
H 1.080 -1.495 0.492
H 2.683 0.664 -2.565
H 2.862 -1.011 -2.465
C -1.580 0.293 0.482
C -2.981 0.918 0.769
C -1.149 -0.534 1.723
O -1.543 -0.196 2.854
O -0.340 -1.490 1.479
H -1.626 -0.264 -0.449
H -0.765 1.010 0.462
H -3.326 1.396 -0.157
H -2.980 1.673 1.549
H -3.628 0.093 1.054
```

Orbital gap ... 8.18 eV
Molecular weight ... 119.14 g mol⁻¹
Charge ... -1
Lowest unoccupied orbital energy ... 3.751 eV

Calculated atomic charges, method Mulliken, unit e: 0.12, -1.26, -0.56, 0.21, 0.07, 0.28, 0.48, 0.36, 0.32, -0.05, -1.21, 0.43, -0.71, -0.82, 0.25, 0.13, 0.39, 0.26, 0.28


<three>
ORCA calculation (ωB97M-V/def2-TZVPD) on a 2-piece molecular cluster, C5H11O3 overall.

The geometry in XYZ format:
```
19
Properties=species:S:1:pos:R:3
C 0.142 -2.044 -0.254
C 1.614 -2.649 -0.493
O -0.141 -1.665 1.066
H -0.147 -1.187 -1.035
H -0.486 -2.940 -0.353
H 1.687 -3.658 -0.002
H -0.793 -0.785 1.204
H 2.275 -2.043 0.241
H 1.933 -2.569 -1.468
C 0.506 1.706 0.354
C 1.414 0.951 -0.718
C -1.040 1.565 0.158
O -1.550 2.215 -0.834
O -1.615 0.629 0.782
H 0.839 1.456 1.374
H 0.601 2.876 0.409
H 2.161 1.541 -1.152
H 0.629 0.610 -1.411
H 1.930 0.099 -0.199
```

Orbital gap ... 8.32 eV
Molecular weight ... 119.14 g mol⁻¹
Charge ... -1
Lowest unoccupied orbital energy ... 3.798 eV

Calculated atomic charges, method Mulliken, unit e: -0.17, -1.06, -0.61, 0.14, 0.35, 0.33, 0.44, 0.23, 0.31, -0.36, -0.65, 0.39, -0.73, -0.77, 0.33, 0.30, 0.36, 0.23, -0.08


So which one is most stable? That would be <two>, about 0.098 eV below the next structure.


<one>
ORCA calculation (ωB97M-V/def2-TZVPD) on a 2-piece molecular cluster, C5H11O3 overall.

The geometry in XYZ format:
```
19
Properties=species:S:1:pos:R:3
C -1.511 -2.600 -0.042
O -0.092 -2.561 -0.275
C -2.179 -1.264 -0.326
C -1.573 -0.137 0.564
C -0.666 0.757 -0.247
C 0.545 1.271 0.146
O 1.135 2.229 -0.516
H -1.805 -3.327 -0.795
H -1.713 -2.989 0.963
H -3.253 -1.434 -0.166
H -2.052 -1.016 -1.376
H -2.302 0.494 1.085
H -1.018 -0.682 1.341
H -0.907 1.075 -1.256
H 0.260 -1.792 0.195
H 1.136 0.940 1.015
H 2.762 2.185 -0.062
H 3.670 2.991 0.861
O 3.723 2.298 0.192
```

Orbital gap ... 6.34 eV
Molecular weight ... 119.14 g mol⁻¹
Charge ... -1
Lowest unoccupied orbital energy ... 3.674 eV

Calculated atomic charges, method Mulliken, unit e: -0.65, -0.56, -0.35, -0.81, -0.38, -0.12, -0.86, 0.35, 0.29, 0.27, 0.33, 0.32, 0.35, 0.25, 0.33, 0.27, 0.43, 0.26, -0.72


<two>
ORCA calculation (ωB97M-V/def2-TZVPD) on a 2-piece molecular cluster, C5H11O3 overall.

The geometry in XYZ format:
```
19
Properties=species:S:1:pos:R:3
C 1.789 -0.838 -0.331
C 2.969 -0.845 -1.307
C 1.784 0.399 0.594
O 0.615 -0.940 -1.117
H 1.804 -1.677 0.375
H 3.691 -0.057 -1.092
H 0.889 0.348 1.216
H 2.696 0.345 1.194
H 1.581 1.327 0.049
H 0.014 -0.132 -1.112
H 2.540 -0.678 -2.293
H 3.434 -1.840 -1.396
C -2.230 1.016 1.912
C -1.965 0.486 0.413
O -2.708 -0.445 0.084
O -1.003 1.011 -0.203
H -2.503 2.069 1.881
H -1.257 0.994 2.422
H -2.914 0.343 2.424
```

Orbital gap ... 8.20 eV
Molecular weight ... 119.14 g mol⁻¹
Charge ... -1
Lowest unoccupied orbital energy ... 3.899 eV

Calculated atomic charges, method Mulliken, unit e: 0.55, -1.20, -1.23, -0.59, 0.21, 0.33, 0.14, 0.44, 0.35, 0.41, 0.33, 0.26, -0.87, 0.64, -0.71, -0.80, 0.24, 0.22, 0.28


So which one is most stable? That would be <two>, about 1.448 eV below the next structure.


<one>
ORCA calculation (ωB97M-V/def2-TZVPD) on a 2-piece molecular cluster, C5H8NO overall.

The geometry in XYZ format:
```
15
Properties=species:S:1:pos:R:3
C -2.424 -0.040 0.163
C -0.385 1.029 -0.255
C -1.709 -1.263 -0.069
C 0.296 -0.227 0.333
C 1.753 -0.384 -0.033
N -1.780 1.013 -0.136
O -0.479 -1.367 -0.186
H -3.492 -0.015 0.313
H -0.021 1.921 0.267
H -0.143 1.192 -1.317
H -2.650 -2.443 -0.658
H 0.157 -0.237 1.422
H 1.911 -0.285 -1.105
H 2.122 -1.355 0.287
H 2.330 0.382 0.480
```

Orbital gap ... 8.74 eV
Molecular weight ... 98.12 g mol⁻¹
Charge ... +1
Lowest unoccupied orbital energy ... -6.387 eV

Calculated atomic charges, method Mulliken, unit e: -0.16, -0.58, 0.19, 0.34, -1.39, -0.26, -0.19, 0.41, 0.36, 0.38, 0.42, 0.33, 0.37, 0.39, 0.40


<two>
ORCA calculation (ωB97M-V/def2-TZVPD) on a 2-piece molecular cluster, C5H8NO overall.

The geometry in XYZ format:
```
15
Properties=species:S:1:pos:R:3
C -2.511 -0.125 -0.111
C -1.041 1.597 0.220
C 0.748 -0.069 0.148
C 1.913 0.261 -0.600
C 0.395 -1.348 0.617
N -2.801 -1.085 -0.687
O -2.014 0.818 0.616
H -0.868 2.303 0.950
H -0.882 1.739 -0.909
H 2.213 1.286 -0.739
H 1.648 -0.007 -1.588
H 2.733 -0.427 -0.301
H -0.264 -2.030 0.060
H -0.336 -0.923 1.377
H 1.066 -1.991 0.946
```

Orbital gap ... 8.48 eV
Molecular weight ... 98.12 g mol⁻¹
Charge ... +1
Lowest unoccupied orbital energy ... -5.864 eV

Calculated atomic charges, method Mulliken, unit e: 0.58, -0.24, 0.63, -1.09, -1.19, -0.33, -0.31, 0.37, 0.35, 0.35, 0.37, 0.37, 0.38, 0.31, 0.45


<three>
ORCA calculation (ωB97M-V/def2-TZVPD) on an isolated ion of composition C5H8NO and charge +1.

The geometry in XYZ format:
```
15
Properties=species:S:1:pos:R:3
C 2.116 -2.638 -0.040
C 1.497 -1.351 -0.453
C -1.295 0.785 0.341
C 0.982 -0.081 -0.247
C -0.471 -0.458 0.319
N 1.404 -2.530 -1.251
O 0.967 -3.122 -2.170
H 2.639 -3.360 0.757
H -1.327 1.474 1.322
H -2.449 0.530 0.203
H -0.947 1.527 -0.385
H 0.806 0.477 -1.151
H 1.604 0.536 0.496
H -0.407 -0.923 1.321
H -0.875 -1.243 -0.336
```

Orbital gap ... 10.16 eV
Molecular weight ... 98.12 g mol⁻¹
Charge ... +1
Lowest unoccupied orbital energy ... -5.439 eV

Calculated atomic charges, method Mulliken, unit e: -0.07, 0.20, -1.14, -0.27, -0.37, 0.38, -0.45, 0.37, 0.30, 0.30, 0.35, 0.39, 0.31, 0.34, 0.37


<four>
ORCA calculation (ωB97M-V/def2-TZVPD) on an isolated ion of composition C5H8NO and charge +1.

The geometry in XYZ format:
```
15
Properties=species:S:1:pos:R:3
C -2.048 0.126 -0.024
C -0.933 0.876 0.577
C 1.376 0.740 -0.062
C 0.129 0.034 -0.177
C 0.309 -1.470 -0.236
N -0.984 0.792 -0.784
O 2.529 0.155 0.103
H -2.030 -0.992 -0.059
H -3.057 0.548 0.059
H -0.789 1.651 1.416
H 1.301 2.046 -0.196
H -0.587 -2.103 -0.068
H 1.049 -1.802 0.487
H 0.620 -1.435 -1.235
H 3.116 0.833 0.200
```

Orbital gap ... 8.74 eV
Molecular weight ... 98.12 g mol⁻¹
Charge ... +1
Lowest unoccupied orbital energy ... -5.905 eV

Calculated atomic charges, method Mulliken, unit e: -0.43, 0.10, -0.15, 0.91, -1.31, -0.45, -0.27, 0.06, 0.30, 0.33, 0.36, 0.39, 0.35, 0.42, 0.38


So which one is most stable? That would be <one>, about 1.096 eV below the next structure.


<one>
ORCA calculation (ωB97M-V/def2-TZVPD) on a 2-piece molecular cluster, C5H8NO overall.

The geometry in XYZ format:
```
15
Properties=species:S:1:pos:R:3
C 2.633 0.128 0.263
C 2.216 -0.972 0.479
C -1.009 1.031 0.384
C -1.905 -0.184 0.764
C -0.480 -1.056 -0.638
N -0.167 0.420 -0.718
O -1.642 -1.124 -0.047
H 3.250 0.967 0.101
H -1.514 1.868 -0.177
H -0.603 1.356 1.335
H 1.724 -1.852 0.714
H -2.820 -0.261 1.201
H -0.195 -1.479 -1.601
H -0.320 0.692 -1.619
H 0.834 0.467 -0.441
```

Orbital gap (spin up / spin down) ... 7.92 / 9.14 eV
Molecular weight ... 98.12 g mol⁻¹
Charge ... +1
Lowest unoccupied orbital energy (spin up / spin down) ... -4.794 / -4.206 eV

Calculated atomic charges, method Mulliken, unit e: -0.70, -0.27, -0.29, -0.22, -0.34, 0.11, -0.18, 0.46, 0.34, 0.25, 0.57, 0.47, 0.40, 0.39, 0.01


<two>
ORCA calculation (ωB97M-V/def2-TZVPD) on C5H8NO as an isolated structure.

The geometry in XYZ format:
```
15
Properties=species:S:1:pos:R:3
C 0.617 -0.690 -0.145
C 1.866 -1.232 -0.209
C -1.316 -0.287 -0.138
C -0.071 0.577 -0.650
C 0.151 1.789 0.197
N -0.586 -1.324 0.244
O -2.562 -0.089 -0.083
H 2.227 -2.058 0.340
H 2.647 -0.556 -0.332
H 0.302 0.722 -1.764
H -0.247 1.610 1.147
H -0.357 2.686 -0.024
H 1.220 1.798 0.297
H -0.560 -2.246 0.757
H -3.331 -0.700 0.362
```

Orbital gap ... 9.95 eV
Molecular weight ... 98.12 g mol⁻¹
Charge ... +1
Lowest unoccupied orbital energy ... -4.015 eV

Calculated atomic charges, method Mulliken, unit e: 0.17, -0.91, 0.21, 0.48, -1.26, -0.07, -0.48, 0.35, 0.30, 0.32, 0.36, 0.39, 0.36, 0.30, 0.47


So which one is most stable? That would be <two>, about 3.859 eV below the next structure.